The following is a DFT calculation (wB97M-V/def2-TZVPD) of a cluster of 15 separate species, C54H147N9O24 in total.

```
234
Properties=species:S:1:pos:R:3:forces:R:3
C 0.069528 -0.085102 0.892782 0.5 1.5 -0.8
H -4.611197 3.205525 -7.558832 0.3 -0.1 -0.2
H 3.864303 -1.434535 1.447643 0.3 0.0 -0.2
H 3.097278 2.260567 2.128872 0.2 -0.4 -0.1
C -1.302779 -9.088359 5.819543 -0.8 0.3 -1.1
H 4.019163 -2.069468 4.942502 0.0 -0.2 0.2
C -0.540982 1.064788 8.622925 -0.4 0.2 0.1
H -0.207342 3.955727 -4.583152 0.4 0.2 -0.4
H -5.956644 2.347061 -6.963107 -0.4 -0.2 -0.5
C 0.015978 0.805179 6.349143 1.5 0.6 0.2
C 0.800384 1.444167 5.180808 -0.3 0.2 -0.5
H 11.633628 -3.631762 3.184130 0.2 0.1 0.6
O -4.646522 -3.386691 -0.177209 -0.1 0.1 0.2
O -6.398440 4.165282 -3.866496 0.8 0.5 -0.4
H 0.508857 -0.138655 6.598505 -0.2 -0.3 -0.2
O -1.499112 -7.738137 6.173594 0.3 0.7 0.0
C -5.907642 -1.533285 -6.396188 -0.6 0.0 0.2
H 7.726760 0.273678 0.584438 0.6 -0.7 -0.1
C -7.910967 -1.627823 -0.789111 -0.5 0.4 -1.8
H 9.254328 -3.156338 3.611720 -0.2 0.3 0.3
C 7.247004 -0.161161 1.466834 -1.3 -0.2 -0.6
H 0.239958 -5.384390 7.950226 0.4 -0.1 -0.5
H 0.018603 -0.870604 1.644943 0.0 -0.1 -0.1
H 7.345031 -2.301264 1.467204 0.1 0.0 -0.1
H -3.238662 4.904154 -4.682452 -0.1 0.2 -0.2
H -0.452404 2.457112 -2.506727 0.2 0.3 -0.2
C 4.781926 -4.694582 0.968009 -0.7 0.4 -0.1
H -1.010907 0.622347 6.027259 -0.2 0.0 0.2
H -2.227865 -1.172192 1.254162 0.4 0.2 0.3
H 0.386239 -6.973822 5.655336 -0.4 0.6 -0.4
H 3.835167 -5.112713 1.316457 0.1 -0.4 -0.1
H -0.014634 0.156782 8.928851 -0.3 -0.2 0.1
H -1.602389 0.912285 8.402008 0.0 -0.6 0.1
H -0.611683 -3.264832 1.848780 -0.4 0.3 -0.1
H -8.438922 -2.460770 -1.262412 -0.1 -0.3 0.2
H 1.624724 4.145414 -2.256472 0.0 0.0 -0.1
O -5.648659 -1.714609 -4.992644 0.0 1.3 -0.9
C -0.946753 3.093800 -6.476140 -1.9 0.8 0.6
H 4.095083 -1.979359 -5.544558 0.0 -0.6 -0.1
H -3.948633 -1.359390 -2.864598 0.1 0.0 -0.8
H 3.266759 0.935228 3.938654 -0.1 0.1 0.0
C -1.177552 -4.109991 2.247073 0.8 -1.0 -0.5
H -2.692352 2.935243 -8.441027 -0.1 0.3 0.4
H -7.654013 3.703664 -5.446236 0.4 -0.3 -0.3
H 7.000814 2.546214 1.226034 0.1 -0.1 -0.2
C -9.500945 -1.083705 0.809761 -0.3 -0.5 -0.3
N -1.208123 -4.801109 6.493943 -0.5 -0.5 0.4
H 1.375257 2.170820 1.802466 0.0 0.2 0.2
H 4.933353 1.432860 4.016303 0.4 -0.4 0.3
H 5.443796 -2.838769 0.185415 0.4 -0.1 0.0
C -0.562357 -5.802089 7.343511 -1.2 -1.1 -0.4
C 5.255631 -0.615323 -1.871629 0.2 0.1 0.4
H -4.749220 2.600348 -1.155872 -0.1 0.5 0.1
O 5.272242 -5.464244 -0.091807 0.3 -0.8 -0.5
C 6.667298 -5.362806 -0.292613 0.1 0.3 -0.2
H 9.529104 -0.897924 2.777787 0.1 0.3 -0.2
H 4.323682 0.925700 -0.646947 -0.8 -0.6 -0.1
C -1.460780 2.717402 -2.840397 0.3 -0.2 0.9
H -5.268043 -2.555312 2.930832 0.0 -0.1 0.0
O -8.905017 -0.655407 -0.386870 1.5 -0.8 0.2
H 6.959574 -4.332875 -0.512259 0.1 0.1 0.2
H -0.099749 0.899459 1.343416 -0.2 -0.2 0.6
H 6.018402 -0.854008 -5.059555 -0.3 0.0 -0.5
H 0.662033 -4.554328 5.609514 0.2 0.2 -0.2
H 0.892954 0.715082 4.362368 -0.7 -0.5 -0.1
H 2.045587 -2.702873 -2.467295 0.0 0.4 0.1
H -2.443995 1.330685 1.484025 -0.4 0.0 0.5
H 6.405289 3.605670 -1.200303 0.4 -0.2 -0.5
H 0.710613 3.215389 4.070367 0.2 -0.3 0.0
N 9.213578 -1.591842 2.108519 0.1 -0.6 0.3
H -4.628938 8.697436 -1.018503 -0.2 -0.5 -0.6
H -2.971126 -0.119496 -8.224538 0.1 0.1 0.9
C 3.784732 -1.722516 3.928509 1.0 0.4 0.4
H 5.087450 3.398752 -2.386981 -0.2 -0.1 0.0
H -1.286921 -6.140684 8.088930 -0.1 0.1 0.0
H 6.982421 -5.942513 -1.159765 -0.5 -0.2 0.0
H -7.653595 -0.604819 -2.693856 -0.2 -0.2 -0.1
H -1.377331 5.428090 1.373622 -0.3 -0.1 0.2
O -2.511109 -4.157499 -1.647974 -0.4 -0.2 -0.3
O -0.147398 -3.092418 -0.908518 0.2 -0.1 0.0
H -6.594994 4.324091 -2.006676 0.0 0.0 -0.1
C -4.889579 -0.808383 -2.940926 0.8 -0.3 0.5
H -0.189656 3.399299 -7.198000 0.6 -0.6 0.3
H -8.774624 -1.192339 1.620407 0.0 0.4 0.1
H -6.666163 -2.267947 -6.663150 0.2 -0.2 -0.2
H 0.009413 -3.136267 6.426803 0.0 0.1 0.0
H -3.941824 8.142142 0.468567 0.0 -0.1 0.2
C 4.187562 -2.828719 2.956382 -1.2 0.7 0.4
H -4.999264 3.396428 -5.217155 -0.2 -0.1 -0.1
C -7.393074 3.381057 -4.434671 -1.3 -0.5 0.3
H -6.161458 0.228955 -4.289599 -0.4 -0.2 -0.4
C 5.236633 -0.715518 -4.305976 0.6 -1.3 -0.7
O 11.603697 -1.628412 3.839143 -0.7 -0.5 -0.1
H -4.524299 0.069846 -4.872553 0.1 -0.2 -0.2
H -0.246579 4.574175 0.331010 0.4 0.1 0.5
C 11.228360 -2.648383 2.924704 0.4 -0.7 -1.0
H -3.239754 5.198916 -1.185628 0.4 0.0 0.0
H -0.298384 -2.586774 4.153936 0.1 0.1 0.0
C -1.158007 2.417898 4.123787 0.3 0.2 -0.7
H -0.535927 1.782370 9.443865 0.3 0.0 -0.1
C -1.539546 3.516130 3.139439 0.0 0.3 1.2
O -0.625644 3.613690 2.085738 0.5 -0.7 0.2
H -4.663223 0.093302 -2.366617 -0.4 0.2 0.0
C 4.751148 0.811147 -1.650690 0.2 -0.6 1.6
H -2.573867 3.379574 2.811383 0.0 -0.1 -0.3
C -3.274619 6.289098 -1.271734 -0.6 -1.6 0.1
H -1.024151 -9.729199 6.656830 0.0 0.1 0.1
H -4.652175 -3.014491 0.721125 0.2 -0.1 -0.2
H 2.721809 -1.461248 3.943659 -0.2 -0.1 -0.5
N 0.152587 2.666614 4.708286 -0.4 -0.1 0.4
H -5.010942 -2.684625 -0.743024 -0.3 0.1 -0.4
H -10.296911 -0.377486 1.038139 0.1 -0.1 0.2
H -3.771150 0.828060 -9.338647 0.1 0.6 -0.3
H 4.007176 1.147988 -2.377085 0.2 0.1 -0.3
C -2.285461 1.956936 -8.165593 0.4 -0.7 0.2
H 1.805499 -0.938237 -0.080166 0.0 -0.2 0.3
C -7.045364 -0.927287 -1.844788 -0.4 0.7 1.0
C -2.243299 -0.496013 0.397685 -0.8 -0.5 -0.7
H 2.436171 2.541904 0.491790 0.3 -0.3 -0.3
H 4.797531 0.265914 -4.511122 -0.6 -0.1 0.0
C 2.361873 1.931915 1.396797 -1.1 0.0 0.1
C -3.188974 6.671304 -2.737722 -0.1 1.3 0.3
H 3.937046 -3.241525 -0.440974 -0.7 -0.3 0.4
N -0.915013 -0.296627 -0.165926 -0.5 -0.4 0.7
C -3.032526 0.752879 0.764974 0.7 -0.2 -0.4
H 5.483673 -4.711836 1.804335 0.1 0.1 0.0
H -1.757715 3.922285 0.396506 -0.7 0.1 0.5
C -0.283474 -7.079050 6.514464 1.2 -1.0 1.1
H -6.322647 -0.554729 -6.646651 -0.1 0.1 0.5
O 3.005424 -1.506873 -3.890607 0.5 0.1 0.3
H 11.629778 -2.470217 1.922278 0.2 0.5 0.0
C 4.253718 0.636341 4.301509 -1.1 -1.7 -0.6
H -0.994041 0.526068 -0.752275 0.4 0.0 -0.2
H -3.137323 7.763510 -2.752364 0.1 0.1 -0.3
H 0.267363 2.271679 -5.014547 0.1 -0.1 0.7
H -3.320890 -3.907344 -1.156747 0.2 0.0 0.3
H 6.222084 -0.398468 1.152888 -0.2 0.0 -0.1
H -1.721273 3.728143 -2.512714 0.2 0.1 0.2
O -6.668602 4.512402 -1.061406 0.0 -0.1 0.2
C 5.532511 3.009548 -1.471508 0.8 -0.5 1.1
C -1.050558 4.434110 1.058930 0.3 0.2 -1.8
O -4.553753 -2.310507 2.333814 -0.1 0.1 0.4
H -3.846110 3.525776 0.093103 0.1 0.0 -0.1
C 2.119717 -2.546513 -3.547723 0.0 -0.3 0.5
H 4.147036 0.425500 5.367545 0.4 0.5 0.2
H 4.453429 -1.347782 -1.776668 -0.2 0.2 -0.6
H -5.941757 5.119056 -0.879757 0.0 0.2 0.1
H -2.340901 1.752326 -6.087349 -0.3 -0.3 -0.3
C -0.546959 3.004207 -5.002701 1.0 -0.1 -0.5
N -5.842027 -1.663239 -2.223179 -0.7 0.5 -0.1
H -4.247808 -1.457872 2.656013 0.1 0.1 0.0
O 1.268201 4.014406 -1.373044 0.0 0.0 0.0
H 5.912416 -0.924526 -1.055504 0.1 0.5 0.2
H -2.833832 -1.084351 -0.311524 -0.1 0.2 -0.3
O 4.584453 -0.603709 3.650124 0.8 1.4 -0.4
H -2.476632 6.705427 -0.652911 0.1 0.2 -0.1
H -5.079213 6.176235 -2.832064 -0.5 0.2 -0.3
C 9.742528 -2.847405 2.678925 -0.1 0.8 0.8
H -1.859837 -3.333569 4.528436 -0.1 0.2 0.2
H -4.005142 0.393228 1.110494 -0.1 0.3 0.5
H -9.895292 -2.093164 0.650310 -0.4 0.0 0.2
C 4.244969 -1.900649 -4.463820 -0.1 2.0 -0.3
H -2.085287 2.011850 -2.291056 -0.4 0.1 -0.4
H -5.538128 2.296226 -8.761057 -0.3 -0.1 0.0
H -3.862851 4.341354 -3.158481 -0.2 -1.0 -0.4
C -5.183969 2.290041 -7.728874 0.3 -0.1 0.7
H -0.622767 -9.230023 4.973931 0.6 0.3 0.2
O -1.634810 2.596100 -4.214751 -0.7 -0.7 -1.0
H 3.511598 -3.598152 3.349276 0.0 -0.6 -0.7
C -5.317381 4.355388 -4.804678 0.4 0.2 1.5
H -5.682819 5.025968 -5.584330 0.2 0.0 -0.2
H 9.636069 -3.736752 2.055138 0.0 0.3 -0.6
N 3.954015 -2.430500 1.573645 -0.8 -1.3 0.5
H -2.241911 6.294559 -3.126290 -0.1 0.0 -0.2
C -5.325695 -0.472672 -4.365855 0.7 -0.4 0.9
H -1.150345 1.444784 3.616820 -0.2 -0.2 -0.2
H 6.329906 2.741834 2.803525 0.2 -0.4 0.4
H -2.253586 -9.368849 5.363355 -0.1 -0.4 0.5
H -1.487028 1.806218 -8.895688 0.0 -0.3 -0.1
H -7.256495 -2.060128 -0.029678 -0.2 0.5 0.6
H -0.448048 -2.199715 -0.697584 0.0 0.3 -0.2
H 12.625194 -0.118258 2.887632 0.1 -0.2 -0.4
C -3.365906 0.892870 -8.322317 -0.1 0.0 -0.7
C -4.695828 7.890939 -0.284681 -0.5 0.2 1.2
C 12.830529 -0.984097 3.522695 -0.8 0.2 0.1
O -3.239857 1.578982 -0.375029 0.0 -0.7 0.5
H -6.150471 -2.308989 -2.944163 0.2 -0.5 0.2
C 7.755783 -1.482512 2.059409 0.5 0.7 0.0
O 7.150714 0.867773 2.412167 0.2 0.4 1.6
H -0.924165 -3.522201 -1.309872 0.1 0.0 0.2
O -0.576345 -4.528761 3.456308 -0.5 0.9 1.4
H 2.472213 -3.515198 -3.909478 -0.3 0.0 -0.5
H -1.953801 2.404521 4.871464 0.1 -0.1 0.2
N 6.022039 -0.768148 -3.099435 -0.4 0.0 0.5
O 5.899450 1.629348 -1.541893 0.3 1.5 -1.1
O 2.436854 0.532558 1.167534 0.2 0.2 -0.4
H 0.268064 -7.827777 7.097408 0.2 0.3 0.6
O 0.086602 1.628814 7.514880 0.2 0.4 -1.1
H 1.870095 1.603493 5.315885 -0.2 0.5 1.0
H 6.663801 0.011608 -3.179936 0.3 -0.1 0.5
C -4.245647 2.548953 -0.189913 -0.4 0.3 -0.7
H 5.197331 -3.182804 3.174346 0.2 0.4 0.0
H -6.799521 0.004639 -1.327155 0.5 0.1 -0.2
H 1.788309 4.598178 -0.813151 0.1 0.0 0.0
C -4.122056 4.939792 -4.041027 -0.3 -1.0 -0.1
N -4.352304 6.255282 -3.536859 0.5 1.0 0.5
H -7.134116 2.324817 -4.318605 0.1 -0.1 -0.7
H -1.490755 4.450990 3.710250 -0.3 0.2 0.0
C 4.486917 -3.277452 0.501358 1.4 1.6 0.4
H -1.698319 -5.351179 5.796504 -0.3 0.1 0.0
H 1.405796 0.605186 -0.680427 -0.1 0.6 0.2
H -1.017252 -4.933874 1.550492 0.0 0.1 -0.1
H 7.334261 -1.539609 3.068249 -0.3 -0.1 0.0
N -1.667154 1.870590 -6.834247 0.4 0.5 -0.5
H -5.028117 2.334700 0.541763 0.2 -0.6 0.1
C -0.781359 -3.509392 4.485676 -0.1 -0.7 -1.6
H -2.769666 -4.923819 -2.165446 0.1 0.0 -0.1
H -2.259171 -3.976889 2.306438 0.0 0.4 0.3
H 1.131993 -2.250163 -3.899754 -0.1 -0.4 -0.1
H 5.455474 1.818801 1.593244 -0.1 -0.5 0.0
O -4.547766 6.556856 -0.696378 0.6 0.5 -0.6
C -0.259287 -3.988619 5.796130 0.9 0.2 0.1
H 4.647238 -2.822219 -4.041918 0.0 0.0 0.1
C 1.447641 0.037486 0.253930 0.6 -0.8 0.2
O -4.458589 1.102663 -7.437043 0.3 0.1 0.0
H -1.655071 3.935062 -6.532271 -0.2 0.3 -0.1
H 13.501794 -1.692040 3.037511 0.3 0.2 0.1
H -5.676663 7.883059 0.190965 0.0 0.5 0.0
H -8.347507 3.482676 -3.911591 0.2 0.3 0.5
H 4.919018 3.174805 -0.579739 -0.7 -0.1 -0.2
C 6.451393 2.008242 2.006614 0.3 0.4 -0.9
H 13.217562 -0.553281 4.445412 0.3 -0.4 0.1
H -5.033476 -1.591018 -7.045802 0.3 -0.4 0.4
H 7.249261 -5.743031 0.551185 -0.1 0.1 0.3
```
Positions in Å, forces in eV/Å.

The net charge is 0. As for the HOMO energy: -0.281 hartree. The largest force on an atom comes out at 0.042 Eh/bohr.

Results of the Mulliken charge analysis, in e, for atoms 1 through 8: C 1.84; H 0.29; H -0.39; H 0.43; C -0.81; H 0.49; C -0.79; H 0.41